Entry 1:
Below is a structure of composition C6H14BrCsNO5P2 at a distorted geometry, with properties calculated with ωB97M-V/def2-TZVPD.

Positions of all 30 atoms, in Å:
C -2.620 1.041 2.151
C -1.849 1.604 0.858
C -2.791 2.794 0.252
C -1.657 0.547 -0.334
C -1.172 -0.900 0.121
O -2.057 -1.756 0.400
O 0.195 -1.327 0.248
C 0.799 -1.654 -1.019
N 1.691 -2.864 -0.752
Br -0.477 -2.207 -2.452
P 1.924 -0.311 -1.756
P 3.556 -0.091 -0.288
O 4.785 -0.782 -0.900
O 3.795 1.546 0.114
O 3.113 -0.872 1.180
H -2.815 -0.081 2.149
H -3.662 1.542 2.204
H -2.089 1.376 3.121
H -0.876 2.118 1.196
H -2.435 3.013 -0.809
H -2.779 3.731 0.914
H -3.860 2.362 0.227
H -2.629 0.459 -0.921
H -0.869 1.005 -1.048
H 2.335 -3.016 -1.560
H 1.089 -3.711 -0.601
H 1.192 0.937 -1.880
H 4.208 1.508 1.016
H 3.388 -1.821 1.121
Cs 2.568 -4.190 -2.953

**Charge**: +1
**LUMO energy**: -3.6 eV
**Maximum force**: 5.47 eV Å⁻¹
**Orbital gap**: 9.3 eV



Entry 2:
Below is the molecule C4H10O3 at a distorted geometry, with properties calculated with ωB97M-V/def2-TZVPD.

Positions of all 17 atoms, in Å:
C 0.010 -2.751 -0.410
O 0.277 -1.538 0.256
C -0.178 -0.371 -0.424
C -0.143 0.731 0.609
O 1.182 1.041 1.019
C -0.723 1.951 -0.108
O 0.173 3.002 -0.223
H 0.382 -3.584 0.199
H 0.515 -2.728 -1.377
H -1.069 -2.887 -0.579
H 0.235 0.268 -1.444
H -1.189 -0.562 -0.799
H -0.714 0.436 1.496
H 1.724 0.374 0.590
H -1.585 2.330 0.478
H -0.872 1.635 -1.277
H 1.028 2.649 0.058

**LUMO energy**: 0.8 eV
**Maximum force**: 3.53 eV Å⁻¹
**SMILES**: COC[C@@H](O)CO
**Orbital gap**: 10.6 eV
**ΔE to the lowest compared entry with this formula, charge and spin**: 291.2 kJ/mol



Entry 3:
Below is a structure of composition C5H10O2 at a distorted geometry, with properties calculated with ωB97M-V/def2-TZVPD.

Positions of all 17 atoms, in Å:
C -0.017 1.445 -1.436
C 0.162 0.002 -1.056
O 1.115 -0.769 -1.693
C 0.587 0.153 0.528
C -0.815 -0.820 0.619
C -0.210 -1.022 1.961
O 1.128 -0.724 1.516
H -0.257 1.495 -2.496
H -0.846 1.894 -0.866
H 0.904 1.977 -1.202
H -0.793 -0.474 -1.423
H 1.920 -0.490 -1.242
H 0.310 1.094 1.033
H -1.802 -0.367 0.479
H -0.770 -1.755 0.025
H -0.288 -2.015 2.382
H -0.574 -0.246 2.644

**LUMO energy**: 0.9 eV
**Maximum force**: 5.06 eV Å⁻¹
**Orbital gap**: 9.4 eV
**ΔE to the lowest compared entry with this formula, charge and spin**: 557.1 kJ/mol



Entry 4:
Below is a structure of composition C15H13O7SV at a distorted geometry, with properties calculated with ωB97M-V/def2-TZVPD.

Positions of all 37 atoms, in Å:
V 1.076 -5.185 12.012
O -1.821 -7.927 11.657
C -1.170 -7.004 11.261
O 0.025 -6.642 11.765
C -1.501 -6.189 10.063
C -1.299 -4.636 10.309
C -1.669 -3.954 8.962
C -0.403 -3.967 8.155
C 0.427 -4.982 9.014
O 0.137 -4.412 10.312
C -0.321 -6.388 8.940
C 0.561 -7.431 9.472
O 1.380 -7.989 10.010
O 2.474 -5.410 11.363
H -2.445 -6.359 9.575
H -1.799 -4.281 11.240
H -2.037 -2.919 9.051
H -2.427 -4.505 8.480
H 0.150 -3.099 8.193
H -0.514 -4.215 7.105
H 1.509 -5.038 8.943
H -0.628 -6.606 7.863
O 4.524 -8.110 16.224
C 3.663 -8.136 15.233
O 3.536 -9.077 14.485
C 3.001 -6.796 14.923
C 1.657 -6.815 15.063
C 1.012 -5.671 14.578
C 1.768 -4.594 14.104
S 0.928 -3.236 13.331
C 3.210 -4.478 14.217
C 3.813 -5.651 14.630
H 4.445 -7.272 16.721
H 1.175 -7.767 15.228
H -0.013 -5.529 14.557
H 3.780 -3.624 13.851
H 4.881 -5.844 14.615

**Charge**: +2
**LUMO energy (alpha / beta)**: -9.1 / -9.4 eV
**Maximum force**: 2.93 eV Å⁻¹
**Orbital gap (alpha / beta)**: 6.9 / 6.7 eV



Entry 5:
Below is a structure of composition C29H48Cl2N3O4RuSi at a distorted geometry, with properties calculated with ωB97M-V/def2-TZVPD.

Positions of all 88 atoms, in Å:
C -5.516 -3.185 -3.307
C -5.169 -4.546 -3.825
H -5.460 -2.450 -4.126
H -4.810 -2.886 -2.527
H -6.546 -3.139 -2.913
C -5.817 -5.054 -4.896
C -6.890 -4.345 -5.640
H -5.646 -6.087 -5.203
H -6.581 -3.334 -5.945
H -7.822 -4.257 -5.059
H -7.144 -4.902 -6.549
Ru -0.986 -2.183 -0.740
Cl -2.004 -4.124 0.028
C 1.072 -4.036 0.201
O 0.852 -2.983 -0.491
N 2.085 -4.836 -0.110
C 2.973 -4.467 -1.210
C 2.123 -6.215 0.373
H 0.451 -4.307 1.070
H 3.384 -3.461 -1.038
H 2.432 -4.466 -2.173
H 3.780 -5.206 -1.237
H 1.851 -6.276 1.439
H 3.132 -6.613 0.233
H 1.410 -6.854 -0.176
H 3.503 0.369 0.512
H 2.516 2.413 2.827
C 3.071 1.290 0.096
C 2.176 2.814 1.860
N 1.948 1.767 0.884
H 2.746 1.075 -0.927
C 0.835 0.997 0.930
O 0.756 -0.060 0.286
H 1.237 3.360 2.036
H 0.018 1.391 1.574
H 3.833 2.071 0.089
H 2.937 3.496 1.475
H -1.963 3.123 -2.877
H -2.486 -0.192 -4.059
C -1.235 2.716 -3.589
C -1.711 0.456 -4.481
N -1.099 1.277 -3.446
H -0.278 3.221 -3.423
C -0.536 0.767 -2.327
O -0.313 -0.451 -2.134
H -0.976 -0.153 -5.015
H -0.269 1.530 -1.571
H -1.585 2.925 -4.596
H -2.183 1.125 -5.205
O -2.880 -4.446 -3.106
C -4.027 -5.283 -3.101
C -3.424 -6.847 -4.975
C -3.638 -6.658 -3.611
H -3.626 -6.025 -5.669
C -2.948 -8.071 -5.455
H -4.300 -5.310 -2.037
C -3.358 -7.696 -2.707
H -2.723 -8.159 -6.519
C -2.811 -9.153 -4.583
C -2.980 -8.947 -3.207
H -3.462 -7.507 -1.632
H -2.546 -10.136 -4.981
H -2.819 -9.771 -2.510
Si -1.267 -4.160 -3.646
Cl -2.490 -2.078 -2.598
C -1.306 -4.639 -5.480
C -0.489 -5.574 -2.609
C 0.170 -2.916 -3.724
H -1.322 -5.731 -5.617
H -0.395 -4.267 -5.975
H -2.179 -4.209 -5.990
H -0.025 -1.921 -4.174
H 0.888 -3.460 -4.374
H 0.661 -2.796 -2.738
H -0.874 -6.556 -2.928
H -0.783 -5.439 -1.556
H 0.608 -5.587 -2.687
C -1.190 -1.055 4.081
C -2.334 -0.991 3.275
C -2.278 -1.329 1.902
C -1.063 -1.707 1.355
C 0.057 -1.797 2.148
C 0.026 -1.405 3.498
H -1.223 -0.810 5.148
H -3.276 -0.652 3.700
H -3.131 -1.318 1.225
H 0.965 -2.185 1.707
H 0.965 -1.369 4.048

**LUMO energy (alpha / beta)**: 0.4 / -0.6 eV
**Maximum force**: 3.37 eV Å⁻¹
**Spin multiplicity**: 6
**Orbital gap (alpha / beta)**: 6.7 / 7.1 eV



Entry 6:
Below is a structure of composition C22H17GaO6PSe3Te, with properties calculated with ωB97M-V/def2-TZVPD.

Positions of all 51 atoms, in Å:
Ga 0.857 -3.478 -0.941
O -2.750 -4.102 -1.366
C -2.049 -3.144 -1.603
O -0.762 -3.186 -1.824
C -2.681 -1.754 -1.717
P -1.559 -0.317 -1.426
C -2.844 1.006 -1.310
C -2.870 2.003 -2.278
C -3.830 3.008 -2.244
C -4.775 3.027 -1.232
C -4.757 2.040 -0.252
C -3.800 1.041 -0.292
C -1.162 -0.479 0.354
C -1.420 -1.617 1.111
C -0.993 -1.700 2.432
C -0.308 -0.646 3.013
C -0.057 0.500 2.269
C -0.478 0.579 0.953
H -3.581 -1.728 -1.101
H -3.006 -1.637 -2.756
H -2.125 1.992 -3.065
H -3.834 3.778 -3.006
H -5.523 3.810 -1.201
H -5.490 2.054 0.546
H -3.779 0.285 0.485
H -1.960 -2.459 0.694
H -1.191 -2.603 2.996
H 0.036 -0.719 4.037
H 0.485 1.329 2.709
H -0.258 1.471 0.376
Se 0.552 -4.716 1.082
Se 4.135 -6.438 0.990
Te 2.015 -6.447 -0.086
Se 2.215 -5.002 -2.176
O 3.170 -2.304 0.425
C 2.506 -1.460 -0.143
O 1.428 -1.716 -0.849
C 2.827 0.003 -0.047
C 2.117 0.944 -0.775
C 2.401 2.308 -0.667
C 3.406 2.662 0.196
O 3.879 3.921 0.476
C 4.866 3.748 1.491
O 5.076 2.357 1.682
C 4.120 1.721 0.919
C 3.862 0.381 0.822
H 1.332 0.600 -1.436
H 1.853 3.050 -1.232
H 4.504 4.194 2.423
H 5.799 4.213 1.166
H 4.404 -0.372 1.375

**Charge**: -1
**LUMO energy**: 2.3 eV
**Maximum force**: 0.44 eV Å⁻¹
**Orbital gap**: 7.3 eV
**ΔE to the lowest compared entry with this formula, charge and spin**: 37.4 kJ/mol



Entry 7:
Below is the ion C9H12N3 with charge +1, with properties calculated with ωB97M-V/def2-TZVPD.

Positions of all 24 atoms, in Å:
C -1.083 0.816 -1.103
C -0.629 1.312 -2.363
C 0.760 -0.477 -2.926
C 1.334 -0.619 -1.722
C 0.210 0.105 2.181
C 2.020 -0.459 0.488
C -1.293 -0.086 2.026
C 0.730 0.363 0.750
C -0.438 0.047 -0.168
N 0.084 0.640 -3.196
N 2.218 -0.470 -0.913
N -1.381 -0.745 0.703
H -2.172 0.849 -1.039
H -1.131 2.176 -2.778
H 0.778 -1.243 -3.686
H 0.446 0.921 2.859
H 0.664 -0.803 2.584
H 2.878 0.021 0.962
H 1.946 -1.484 0.871
H -1.752 -0.687 2.812
H -1.802 0.877 1.964
H 0.995 1.413 0.601
H -1.051 -1.713 0.780
H -2.330 -0.757 0.313

**Charge**: +1
**LUMO energy (alpha / beta)**: -3.7 / -3.7 eV
**Maximum force**: 0.97 eV Å⁻¹
**SMILES**: C1=C/N=C\C=C2\[NH2+]CC[C@H]2CN=1
**Orbital gap (alpha / beta)**: 8.1 / 8.1 eV
**ΔE to the lowest compared entry with this formula, charge and spin**: 329.7 kJ/mol



Entry 8:
Below is a structure of composition C29H19CaF5N3O2Se at a distorted geometry, with properties calculated with ωB97M-V/def2-TZVPD.

Positions of all 60 atoms, in Å:
Ca -0.126 1.428 -0.602
C -4.450 -0.143 0.566
O -3.510 -0.166 1.645
C -2.336 0.186 1.146
N -2.288 0.509 -0.090
C -3.619 0.374 -0.648
C -3.694 -0.584 -1.818
C -4.946 -0.809 -2.385
C -5.096 -1.723 -3.410
C -3.994 -2.413 -3.887
C -2.745 -2.184 -3.337
C -2.592 -1.275 -2.301
C -1.152 0.214 2.008
C -1.198 0.242 3.401
C 0.006 0.312 4.088
C 1.201 0.371 3.382
C 1.143 0.324 1.991
N -0.009 0.237 1.335
C 2.305 0.340 1.102
N 2.184 0.195 -0.163
C 3.522 0.097 -0.723
C 4.423 0.498 0.478
O 3.531 0.463 1.600
C 3.772 0.904 -1.974
C 5.052 0.882 -2.521
C 5.310 1.526 -3.716
C 4.294 2.196 -4.378
C 3.027 2.253 -3.822
C 2.771 1.609 -2.622
H -5.286 0.502 0.839
H -4.815 -1.162 0.402
H -3.963 1.361 -0.989
H -5.808 -0.272 -2.018
H -6.070 -1.904 -3.835
H -4.105 -3.122 -4.690
H -1.884 -2.723 -3.703
H -1.607 -1.127 -1.860
H -2.146 0.228 3.919
H 0.015 0.324 5.166
H 2.148 0.466 3.889
H 3.677 -0.962 -0.985
H 4.816 1.517 0.374
H 5.246 -0.190 0.667
H 5.839 0.342 -2.018
H 6.299 1.490 -4.143
H 4.481 2.657 -5.335
H 2.229 2.784 -4.322
H 1.761 1.637 -2.202
F -0.084 8.832 -1.269
C -0.158 7.624 -0.715
C 0.394 6.518 -1.361
F 1.006 6.647 -2.540
C 0.282 5.264 -0.782
F 0.807 4.180 -1.430
C -0.380 5.055 0.421
Se -0.582 3.358 1.203
C -0.909 6.182 1.058
F -1.534 5.999 2.221
C -0.810 7.451 0.509
F -1.349 8.499 1.130

**Charge**: +1
**LUMO energy**: -3.7 eV
**Maximum force**: 1.41 eV Å⁻¹
**Orbital gap**: 6.4 eV
**ΔE to the lowest compared entry with this formula, charge and spin**: 84.2 kJ/mol



Entry 9:
Below is the molecule C8H9N5 at a distorted geometry, with properties calculated with ωB97M-V/def2-TZVPD.

Positions of all 22 atoms, in Å:
N -3.219 0.742 -1.759
N -2.243 0.946 -2.736
N 2.112 -0.102 0.343
C -2.624 0.462 -0.655
C -1.088 0.705 -2.162
C 1.043 0.190 -0.389
C 0.275 0.791 -2.657
C 1.314 0.526 -1.790
N -1.285 0.388 -0.838
N -0.261 0.102 0.131
C 2.008 -0.675 1.712
C -0.477 -0.721 1.309
C 0.641 -0.431 2.321
H -3.173 0.275 0.260
H 0.512 1.038 -3.685
H 2.322 0.519 -2.156
H 2.151 -1.754 1.697
H 2.777 -0.253 2.392
H -0.472 -1.802 1.070
H -1.445 -0.528 1.788
H 0.609 0.630 2.586
H 0.524 -1.046 3.218

**LUMO energy**: 0.0 eV
**Maximum force**: 3.95 eV Å⁻¹
**SMILES**: C1=Cc2nncn2N2CCCN=C12
**Orbital gap**: 8.6 eV
**ΔE to the lowest compared entry with this formula, charge and spin**: 331.1 kJ/mol



Entry 10:
Below is a cluster of 2 separate species, C14H16 in total at a distorted geometry, with properties calculated with ωB97M-V/def2-TZVPD.

Positions of all 30 atoms, in Å:
C -1.630 1.006 2.041
C -2.778 3.107 -0.590
C -2.119 2.641 0.532
C -2.646 2.301 -1.745
C -1.840 1.291 0.632
C -2.252 0.997 -1.720
C -1.959 0.442 -0.459
H -3.225 4.028 -0.738
H -1.936 3.433 1.207
H -3.023 2.770 -2.678
H -2.042 0.380 -2.590
H -2.557 1.010 2.688
H -1.003 1.774 2.642
H -1.745 -0.567 -0.372
H -1.021 0.098 2.260
C 0.772 -3.127 0.859
C 3.208 -0.340 0.503
C 3.589 -0.348 -0.864
C 2.288 -1.211 0.944
C 1.559 -2.024 0.099
C 2.792 -1.122 -1.759
C 1.761 -1.927 -1.296
H 3.864 0.187 1.292
H 4.337 0.346 -1.234
H 1.925 -1.174 2.096
H 2.949 -1.129 -2.854
H 1.310 -3.896 1.312
H 0.223 -3.636 0.177
H 1.134 -2.437 -1.946
H 0.062 -2.870 1.562

**LUMO energy**: 0.9 eV
**Maximum force**: 4.69 eV Å⁻¹
**SMILES**: Cc1ccccc1.Cc1ccccc1
**Orbital gap**: 9.7 eV
**ΔE to the lowest compared entry with this formula, charge and spin**: 244.2 kJ/mol



Entry 11:
Below is a structure of composition C22H14N3O3RuS5 at a distorted geometry, with properties calculated with ωB97M-V/def2-TZVPD.

Positions of all 48 atoms, in Å:
Ru -0.148 -0.675 0.526
O -1.750 -1.840 1.314
C -2.888 -1.928 0.732
C -3.627 -3.128 0.823
C -4.871 -3.263 0.248
C -5.450 -2.189 -0.432
C -4.777 -0.998 -0.528
C -3.492 -0.815 0.025
C -2.862 0.429 -0.102
N -1.604 0.705 0.252
N -1.210 1.964 0.169
C 0.104 2.138 0.199
O 0.917 1.131 0.239
C 0.656 3.474 0.158
C 2.054 3.631 0.160
C 2.624 4.881 0.114
C 1.822 6.019 0.064
C 0.437 5.874 0.067
C -0.144 4.628 0.111
H -3.165 -3.949 1.354
H -5.403 -4.203 0.327
H -6.429 -2.302 -0.882
H -5.214 -0.163 -1.064
H -3.429 1.248 -0.543
H 2.666 2.743 0.200
H 3.701 4.983 0.124
H 2.272 7.004 0.030
H -0.188 6.763 0.041
H -1.218 4.508 0.113
S 0.557 -0.820 3.282
C 1.993 -0.863 2.373
C 3.248 -0.523 2.908
C 4.330 -0.427 2.069
C 4.162 -0.695 0.709
C 2.915 -1.087 0.265
N 1.865 -1.192 1.070
H 3.309 -0.305 3.964
H 5.297 -0.122 2.451
H 4.983 -0.603 0.015
H 2.740 -1.313 -0.781
O 1.333 -5.382 -5.000
C 1.065 -4.644 -4.083
S 1.052 -5.133 -2.388
C 0.545 -3.582 -1.672
C 0.378 -2.549 -2.555
S -0.091 -0.954 -2.193
S 0.659 -2.939 -4.268
S 0.276 -3.539 -0.001

**Charge**: -2
**LUMO energy (alpha / beta)**: 4.4 / 4.4 eV
**Maximum force**: 3.80 eV Å⁻¹
**Spin multiplicity**: 2
**Orbital gap (alpha / beta)**: 4.9 / 4.8 eV



Entry 12:
Below is a structure of composition C8H15F3NO9SZn at a distorted geometry, with properties calculated with ωB97M-V/def2-TZVPD.

Positions of all 38 atoms, in Å:
Zn 8.818 -4.771 5.837
S 9.246 -2.146 4.284
O 9.649 -3.165 5.205
O 7.821 -2.168 4.320
O 9.501 -0.840 4.850
O 9.828 -2.420 3.030
O 10.148 -5.420 7.323
C 10.793 -6.499 6.641
C 9.929 -7.243 5.605
O 9.200 -6.537 4.686
H 10.997 -7.346 7.296
H 11.777 -6.161 6.316
H 9.331 -8.068 5.991
H 10.670 -7.807 5.039
C 5.762 -5.138 6.849
O 6.428 -6.406 7.091
O 6.803 -4.404 6.254
C 4.345 -5.380 6.196
F 4.476 -5.925 4.923
F 3.574 -6.208 6.916
F 3.701 -4.205 6.096
C 6.109 -7.165 8.309
C 7.357 -8.062 8.416
H 8.381 -7.702 8.313
H 7.311 -8.496 9.415
H 7.091 -8.865 7.730
H 5.076 -7.512 8.327
H 6.172 -6.538 9.198
H 5.445 -4.714 7.801
O 7.398 -1.018 6.600
C 7.933 -1.170 7.664
N 9.046 -1.869 7.860
C 7.111 -0.688 8.843
H 9.421 -2.218 6.990
H 9.068 -2.539 8.616
H 7.499 -1.139 9.757
H 6.150 -1.199 8.779
H 6.939 0.388 8.825

**Charge**: -3
**LUMO energy**: 7.0 eV
**Maximum force**: 6.42 eV Å⁻¹
**Orbital gap**: 4.3 eV
**ΔE to the lowest compared entry with this formula, charge and spin**: 377.6 kJ/mol



Entry 13:
Below is a cluster of 2 separate species, C2H3NO3S in total at a distorted geometry, with properties calculated with ωB97M-V/def2-TZVPD.

Positions of all 10 atoms, in Å:
C 1.698 -2.048 -1.717
C -0.475 -1.082 0.982
N 2.743 -1.597 -2.066
O 0.633 -2.214 -1.260
O 2.071 -0.538 1.224
O 0.718 0.779 -0.313
S 0.843 -0.329 0.516
H -1.334 -0.650 0.539
H -0.417 -2.180 0.945
H 3.533 -1.758 -2.609

**LUMO energy**: 0.0 eV
**Maximum force**: 3.34 eV Å⁻¹
**SMILES**: C=S(=O)=O.N=C=O
**Orbital gap**: 9.6 eV
**ΔE to the lowest compared entry with this formula, charge and spin**: 275.2 kJ/mol



Quick rundown of E_tot, same order as above: -107336.96759; -10450.22540; -9437.26904; -66602.72559; -79013.45255; -300378.67292; -13988.02709; -136315.31129; -15890.08240; -14775.23404; -90414.12869; -95857.26520; -20587.35429 eV